Entry from OMol25: a cluster of 14 separate species, C42H98N14O14 in total in a non-equilibrium geometry (ωB97M-V/def2-TZVPD).

Element x y z (Å)
1 C 1.094 3.169 -2.923
2 C 2.361 2.412 -3.248
3 O 2.492 1.218 -3.027
4 N 3.340 3.081 -3.849
5 C 4.562 2.583 -4.425
6 H 0.605 3.437 -3.860
7 H 1.240 3.967 -2.195
8 H 0.415 2.479 -2.423
9 H 3.195 4.080 -3.868
10 H 4.351 1.741 -5.083
11 H 5.168 2.165 -3.621
12 H 5.052 3.322 -5.059
13 C 4.313 -1.645 1.721
14 C 3.019 -1.610 2.507
15 O 1.936 -1.427 1.927
16 N 3.067 -1.920 3.828
17 C 4.252 -1.979 4.584
18 H 4.247 -1.099 0.780
19 H 4.651 -2.670 1.573
20 H 5.154 -1.248 2.291
21 H 2.265 -1.924 4.441
22 H 4.126 -2.158 5.652
23 H 4.815 -1.049 4.498
24 H 4.900 -2.801 4.278
25 C 7.650 1.803 -3.043
26 C 7.410 1.721 -1.566
27 O 8.232 1.185 -0.786
28 N 6.263 2.284 -1.230
29 C 5.585 2.233 0.077
30 H 7.388 0.858 -3.518
31 H 8.722 1.877 -3.227
32 H 7.157 2.572 -3.639
33 H 5.775 2.797 -1.950
34 H 5.804 3.148 0.628
35 H 6.003 1.389 0.624
36 H 4.497 2.176 0.045
37 C -3.815 -0.726 -2.546
38 C -2.826 -0.735 -3.753
39 O -3.151 -1.283 -4.806
40 N -1.658 -0.144 -3.519
41 C -0.593 -0.139 -4.492
42 H -3.416 -0.189 -1.685
43 H -4.106 -1.709 -2.176
44 H -4.679 -0.161 -2.898
45 H -1.470 0.065 -2.549
46 H -0.338 0.907 -4.665
47 H -0.786 -0.652 -5.434
48 H 0.354 -0.530 -4.119
49 C -1.376 -7.240 3.593
50 C -1.025 -5.847 3.020
51 O -1.337 -5.503 1.861
52 N -0.374 -4.995 3.809
53 C -0.056 -3.614 3.513
54 H -0.575 -7.723 4.154
55 H -1.683 -7.965 2.840
56 H -2.234 -7.174 4.262
57 H 0.107 -5.387 4.606
58 H -0.764 -2.951 4.010
59 H 0.176 -3.441 2.462
60 H 0.856 -3.345 4.046
61 C 1.158 5.168 1.138
62 C 2.542 5.181 0.449
63 O 3.278 4.240 0.618
64 N 2.841 6.220 -0.301
65 C 4.117 6.393 -1.049
66 H 0.458 5.745 0.535
67 H 0.982 5.612 2.118
68 H 0.782 4.145 1.136
69 H 2.065 6.866 -0.340
70 H 4.529 7.364 -0.776
71 H 4.037 6.412 -2.136
72 H 4.860 5.613 -0.886
73 C 1.005 1.020 0.108
74 C -0.113 0.108 -0.272
75 O -1.078 0.561 -0.864
76 N -0.058 -1.196 0.087
77 C -1.053 -2.229 -0.251
78 H 1.913 0.807 -0.457
79 H 1.244 0.955 1.169
80 H 0.755 2.057 -0.118
81 H 0.742 -1.504 0.620
82 H -0.822 -3.085 0.384
83 H -1.059 -2.530 -1.298
84 H -2.064 -1.908 0.001
85 C -2.246 7.320 1.511
86 C -2.064 5.888 1.975
87 O -1.817 5.655 3.116
88 N -2.353 4.956 1.086
89 C -2.384 3.515 1.401
90 H -2.150 8.040 2.324
91 H -3.229 7.422 1.051
92 H -1.525 7.666 0.771
93 H -2.560 5.178 0.123
94 H -3.115 3.072 0.725
95 H -2.721 3.374 2.428
96 H -1.475 3.013 1.070
97 C 5.070 -0.577 -1.955
98 C 4.146 -1.774 -1.877
99 O 4.597 -2.860 -1.457
100 N 2.851 -1.602 -2.270
101 C 1.945 -2.732 -2.419
102 H 4.532 0.288 -1.568
103 H 5.429 -0.406 -2.970
104 H 5.970 -0.774 -1.372
105 H 2.696 -0.681 -2.653
106 H 1.480 -2.885 -1.445
107 H 2.261 -3.735 -2.707
108 H 1.085 -2.601 -3.077
109 C -3.948 -5.005 -0.072
110 C -4.283 -3.952 0.995
111 O -5.403 -3.357 0.941
112 N -3.350 -3.714 1.895
113 C -3.556 -2.747 2.935
114 H -3.355 -4.488 -0.828
115 H -4.812 -5.414 -0.594
116 H -3.499 -5.913 0.329
117 H -2.565 -4.345 1.973
118 H -3.047 -1.859 2.560
119 H -3.129 -3.007 3.904
120 H -4.603 -2.482 3.080
121 C -2.520 -0.736 6.520
122 C -2.425 -0.348 5.043
123 O -3.406 0.048 4.429
124 N -1.195 -0.262 4.591
125 C -0.793 0.171 3.298
126 H -2.627 0.163 7.127
127 H -1.584 -1.210 6.817
128 H -3.358 -1.409 6.698
129 H -0.468 -0.214 5.289
130 H 0.178 -0.237 3.020
131 H -0.644 1.245 3.406
132 H -1.543 -0.083 2.549
133 C -0.903 -6.067 -1.801
134 C 0.345 -6.749 -2.245
135 O 1.356 -6.043 -2.479
136 N 0.322 -8.047 -2.462
137 C 1.401 -8.768 -3.183
138 H -1.165 -5.148 -2.325
139 H -0.962 -5.995 -0.715
140 H -1.686 -6.787 -2.039
141 H -0.488 -8.553 -2.135
142 H 1.566 -9.707 -2.655
143 H 2.321 -8.184 -3.199
144 H 0.972 -8.990 -4.160
145 C -3.594 2.704 -2.477
146 C -3.779 4.220 -2.533
147 O -3.723 4.891 -1.543
148 N -3.837 4.844 -3.698
149 C -4.069 4.261 -4.979
150 H -2.517 2.544 -2.436
151 H -4.103 2.195 -3.295
152 H -3.942 2.330 -1.514
153 H -3.794 5.853 -3.699
154 H -4.958 3.639 -4.871
155 H -3.203 3.609 -5.088
156 H -4.239 4.985 -5.776
157 C -5.967 2.969 3.600
158 C -5.664 2.113 2.350
159 O -6.238 2.551 1.340
160 N -4.856 1.060 2.312
161 C -4.546 0.333 1.037
162 H -7.037 2.985 3.808
163 H -5.602 3.965 3.351
164 H -5.353 2.705 4.461
165 H -4.389 0.643 3.104
166 H -5.008 -0.644 1.179
167 H -3.483 0.239 0.817
168 H -5.060 0.741 0.166

Values from the calculation:
Spin multiplicity: 2
Charge: +1
Max |F|: 4.5 eV/A
E_LUMO (spin up / spin down): -2.088 / -7.432 eV
HOMO (spin up / spin down): -10.337 / -10.337 eV

Here are the Löwdin charges for atoms 1 to 5, given in e: C 0.020; C -0.534; O 0.024; N 0.017; C -0.052

---

Entry from OMol25: a structure of composition C16H37F3Li2N2O4 in a non-equilibrium geometry (ωB97M-V/def2-TZVPD).

Element x y z (Å)
1 Li -1.995 -2.607 -1.373
2 Li -0.912 -3.482 0.793
3 O -2.540 -4.040 -0.150
4 H -3.142 -4.807 -0.088
5 O -0.202 -2.273 -0.618
6 H 0.441 -1.586 -0.357
7 C -0.934 1.536 -0.233
8 C -1.053 2.488 -1.521
9 N -0.845 3.899 -1.175
10 C -1.778 4.499 -0.149
11 C -3.210 4.504 -0.628
12 C 0.516 4.151 -0.737
13 C 1.653 3.844 -1.764
14 H 0.066 1.571 0.201
15 H -1.121 0.507 -0.539
16 H -1.766 1.803 0.419
17 H -0.256 2.233 -2.221
18 H -2.017 2.501 -2.029
19 H -1.632 4.103 0.856
20 H -1.571 5.561 -0.014
21 H -3.802 5.207 -0.043
22 H -3.163 4.891 -1.646
23 H -3.699 3.531 -0.568
24 H 0.653 3.596 0.191
25 H 0.564 5.178 -0.373
26 H 2.629 4.116 -1.360
27 H 1.503 4.291 -2.746
28 H 1.700 2.763 -1.895
29 C 1.618 -2.248 2.510
30 C 0.199 -1.859 2.856
31 N -0.814 -2.870 2.839
32 C -2.176 -2.437 3.136
33 C -2.763 -1.332 2.172
34 C -0.323 -4.040 3.566
35 C -1.340 -5.188 3.638
36 H 2.134 -1.291 2.592
37 H 1.673 -2.807 1.576
38 H 2.116 -2.875 3.249
39 H 0.193 -1.404 3.847
40 H -0.094 -1.042 2.196
41 H -2.891 -3.259 3.095
42 H -2.283 -1.968 4.114
43 H -2.585 -1.535 1.116
44 H -3.845 -1.258 2.281
45 H -2.280 -0.390 2.432
46 H 0.038 -3.835 4.574
47 H 0.536 -4.470 3.051
48 H -2.210 -4.968 4.257
49 H -0.988 -5.972 4.308
50 H -1.727 -5.555 2.687
51 C 3.403 -1.287 -1.472
52 C 2.493 -0.336 -2.361
53 O 3.232 0.488 -3.262
54 C 2.726 1.130 -4.362
55 O 1.519 1.058 -4.761
56 C 3.728 1.980 -5.218
57 F 4.875 2.093 -4.608
58 F 3.853 1.439 -6.446
59 F 3.298 3.247 -5.324
60 H 4.062 -0.756 -0.786
61 H 4.065 -1.877 -2.106
62 H 2.806 -2.018 -0.927
63 H 1.913 0.363 -1.757
64 H 1.751 -0.897 -2.929

Values from the calculation:
Spin multiplicity: 2
Charge: +1
Max |F|: 5.1 eV/A
E_LUMO (spin up / spin down): -2.540 / -7.260 eV
HOMO (spin up / spin down): -10.839 / -10.839 eV

Here are the Löwdin charges for atoms 1 to 5, given in e: Li 0.715; Li 0.619; O -0.616; H -0.076; O -0.581

---

Entry from OMol25: a structure of composition C39H104AgN5O19 in a non-equilibrium geometry (ωB97M-V/def2-TZVPD).

Element x y z (Å)
1 Ag -2.604 -5.259 3.032
2 C 1.475 -2.636 -0.514
3 C 0.979 -1.181 -0.245
4 C 1.693 -0.263 -1.261
5 C 1.230 -0.317 -2.650
6 C -0.254 -0.024 -2.641
7 C -1.156 -1.023 -1.777
8 N -0.528 -1.067 -0.394
9 O -1.256 -1.946 0.533
10 C -1.356 -2.366 -2.469
11 C -2.569 -0.201 -1.674
12 C 1.462 -0.660 1.147
13 H 1.140 -3.398 0.190
14 H 2.560 -2.571 -0.587
15 H 1.148 -3.047 -1.470
16 H 2.760 -0.479 -1.292
17 H 1.620 0.755 -0.877
18 H 1.305 -1.360 -2.958
19 H 1.893 0.302 -3.255
20 H -0.755 0.192 -3.585
21 H -0.343 0.965 -2.191
22 H -2.129 -2.859 -1.879
23 H -0.480 -3.014 -2.494
24 H -1.774 -2.164 -3.456
25 H -2.895 -0.345 -2.704
26 H -2.409 0.870 -1.552
27 H -3.279 -0.680 -0.999
28 H 2.414 -1.148 1.356
29 H 0.727 -0.944 1.900
30 H 1.750 0.390 1.093
31 C 6.809 0.926 -8.535
32 C 5.721 2.037 -8.190
33 C 6.440 3.332 -7.727
34 O 6.996 3.426 -6.427
35 C 6.044 3.381 -5.377
36 N 4.721 2.175 -9.243
37 H 6.348 -0.025 -8.805
38 H 7.519 0.870 -7.711
39 H 7.388 1.230 -9.407
40 H 5.204 1.800 -7.260
41 H 5.695 4.121 -7.828
42 H 7.337 3.606 -8.283
43 H 5.395 4.256 -5.390
44 H 6.590 3.476 -4.439
45 H 5.466 2.458 -5.422
46 H 4.088 2.893 -8.923
47 H 5.127 2.705 -10.001
48 C 0.538 7.248 -2.479
49 C 1.104 7.533 -1.036
50 C 0.025 8.199 -0.119
51 O -0.547 9.360 -0.816
52 C -1.958 9.470 -0.676
53 N 1.450 6.305 -0.459
54 H 1.064 6.496 -3.066
55 H 0.463 8.164 -3.067
56 H -0.481 6.890 -2.628
57 H 2.020 8.117 -1.123
58 H 0.402 8.644 0.802
59 H -0.721 7.459 0.172
60 H -2.464 10.325 -1.123
61 H -2.327 9.510 0.349
62 H -2.419 8.593 -1.130
63 H 1.568 6.512 0.522
64 H 0.740 5.588 -0.507
65 C -2.197 6.069 10.570
66 C -2.516 4.915 9.638
67 C -1.486 3.763 9.692
68 O -1.766 2.773 8.691
69 C -0.629 1.876 8.576
70 N -3.896 4.472 9.943
71 H -3.097 6.681 10.619
72 H -1.292 6.593 10.264
73 H -1.920 5.752 11.575
74 H -2.556 5.285 8.614
75 H -1.408 3.118 10.567
76 H -0.489 4.177 9.537
77 H -0.333 1.453 9.536
78 H 0.239 2.499 8.362
79 H -0.829 1.217 7.731
80 H -4.678 5.075 9.730
81 H -3.947 4.442 10.951
82 C 2.361 -7.169 4.936
83 C 1.976 -5.833 5.646
84 C 3.264 -5.012 6.005
85 O 2.797 -3.717 6.439
86 C 3.948 -2.822 6.802
87 N 1.156 -5.079 4.750
88 H 3.153 -7.712 5.450
89 H 2.767 -6.991 3.940
90 H 1.578 -7.908 4.761
91 H 1.485 -6.072 6.590
92 H 3.865 -4.807 5.119
93 H 3.799 -5.523 6.806
94 H 3.661 -1.863 7.234
95 H 4.559 -2.684 5.910
96 H 4.608 -3.153 7.604
97 H 1.323 -4.175 5.169
98 H 1.757 -4.948 3.949
99 C -3.097 -7.494 -6.324
100 C -4.022 -7.601 -5.198
101 O -5.307 -7.871 -5.709
102 O -3.145 -8.656 -6.990
103 H -2.201 -7.270 -5.746
104 H -3.331 -6.728 -7.064
105 H -3.982 -6.636 -4.693
106 H -3.615 -8.329 -4.496
107 H -5.923 -7.744 -4.984
108 H -4.058 -8.911 -6.836
109 C -1.527 -8.879 1.230
110 C -2.578 -9.380 2.242
111 O -2.501 -8.564 3.383
112 O -1.612 -7.548 0.728
113 H -1.205 -9.525 0.413
114 H -0.581 -8.914 1.772
115 H -2.564 -10.405 2.613
116 H -3.561 -9.378 1.771
117 H -2.420 -9.249 4.051
118 H -1.529 -7.539 -0.228
119 C -2.566 2.909 3.253
120 C -3.669 4.077 3.292
121 O -4.254 4.355 4.541
122 O -3.018 1.627 3.677
123 H -1.760 3.210 3.923
124 H -1.964 2.927 2.344
125 H -4.318 3.838 2.449
126 H -3.310 5.019 2.877
127 H -4.810 5.137 4.506
128 H -2.766 0.903 3.100
129 C -8.638 1.572 2.662
130 C -7.627 0.374 2.563
131 O -7.538 -0.293 3.768
132 O -8.023 2.507 3.540
133 H -9.420 1.067 3.230
134 H -8.881 1.974 1.678
135 H -6.582 0.607 2.358
136 H -7.950 -0.116 1.644
137 H -7.121 -1.122 3.524
138 H -8.584 3.284 3.591
139 C -7.347 0.921 -7.112
140 C -8.565 1.394 -6.260
141 O -9.661 1.624 -7.164
142 O -6.929 1.960 -7.942
143 H -7.603 0.072 -7.745
144 H -6.470 0.606 -6.547
145 H -8.371 2.240 -5.601
146 H -8.942 0.618 -5.594
147 H -9.605 2.481 -7.593
148 H -7.199 1.660 -8.813
149 C 7.146 2.469 2.230
150 C 7.831 1.567 1.309
151 O 8.791 2.147 0.416
152 O 8.056 3.149 3.050
153 H 6.497 1.914 2.907
154 H 6.682 3.202 1.570
155 H 7.027 1.160 0.696
156 H 8.263 0.773 1.919
157 H 8.918 1.631 -0.384
158 H 8.310 3.921 2.538
159 C 5.184 -4.303 -5.494
160 C 5.827 -2.998 -5.073
161 O 7.263 -3.292 -5.056
162 O 5.152 -5.271 -4.443
163 H 5.595 -4.655 -6.441
164 H 4.158 -4.053 -5.768
165 H 5.650 -2.636 -4.060
166 H 5.490 -2.146 -5.665
167 H 7.403 -4.039 -4.471
168 H 6.034 -5.638 -4.540

Values from the calculation:
Spin multiplicity: 2
Charge: +1
Max |F|: 5.7 eV/A
E_LUMO (spin up / spin down): -5.750 / -5.751 eV
HOMO (spin up / spin down): -9.967 / -9.967 eV

Here are the Löwdin charges for atoms 1 to 5, given in e: Ag 0.942; C -0.025; C -0.451; C -0.194; C -0.194

---

Entry from OMol25: a structure of composition C30H43F5InOP2 in a non-equilibrium geometry (ωB97M-V/def2-TZVPD).

Element x y z (Å)
1 In -0.700 0.607 1.150
2 C -0.321 -3.040 2.533
3 C 1.040 -3.172 2.137
4 C 0.944 -1.615 3.827
5 C -0.379 -2.082 3.581
6 C 1.820 -2.295 2.941
7 C -1.475 -3.801 2.005
8 H -1.222 -4.328 1.078
9 H -2.332 -3.143 1.802
10 H -1.813 -4.557 2.732
11 C -1.582 -1.638 4.312
12 H -2.486 -2.110 3.917
13 H -1.689 -0.549 4.222
14 H -1.510 -1.875 5.386
15 C 1.302 -0.606 4.841
16 H 1.075 -0.959 5.860
17 H 0.718 0.311 4.675
18 H 2.365 -0.351 4.794
19 C 3.293 -2.167 2.926
20 H 3.751 -2.693 3.780
21 H 3.607 -1.116 2.994
22 H 3.723 -2.595 2.012
23 C 1.561 -4.125 1.131
24 H 1.904 -5.059 1.604
25 H 2.419 -3.702 0.587
26 H 0.789 -4.393 0.398
27 C -1.716 0.628 -4.560
28 C -1.717 -0.716 -4.465
29 C -0.961 -1.616 -5.389
30 C 0.480 -1.156 -5.737
31 C 1.225 -0.460 -4.639
32 C 1.344 0.874 -4.527
33 C 0.477 1.876 -5.226
34 C -0.977 1.435 -5.580
35 H -1.517 -1.730 -6.336
36 H 0.456 -0.547 -6.655
37 H -0.911 -2.620 -4.941
38 H -0.995 0.952 -6.566
39 H -2.402 1.212 -3.936
40 H -2.442 -1.230 -3.826
41 H -1.547 2.373 -5.687
42 H 0.420 2.770 -4.583
43 H 2.194 1.297 -3.976
44 H 0.953 2.212 -6.164
45 H 1.045 -2.073 -5.981
46 H 1.810 -1.124 -3.989
47 P -1.368 0.047 -1.144
48 P 1.561 1.274 0.090
49 C -0.358 1.273 -2.055
50 C 0.879 1.999 -1.444
51 H -1.033 2.028 -2.477
52 H -0.027 0.635 -2.877
53 H 1.703 2.017 -2.174
54 H 0.618 3.050 -1.234
55 C 2.555 2.531 0.930
56 H 3.267 2.035 1.605
57 H 1.902 3.186 1.527
58 H 3.104 3.135 0.195
59 C 2.644 -0.112 -0.356
60 H 3.429 0.236 -1.045
61 H 2.084 -0.926 -0.838
62 H 3.112 -0.509 0.559
63 C -3.133 0.180 -1.513
64 H -3.669 -0.580 -0.921
65 H -3.332 0.021 -2.581
66 H -3.496 1.177 -1.217
67 C -0.731 -1.620 -1.499
68 H 0.246 -1.789 -1.027
69 H -0.644 -1.769 -2.587
70 H -1.439 -2.351 -1.082
71 F -2.096 6.122 5.001
72 C -1.796 4.896 4.533
73 C -1.540 4.708 3.171
74 F -1.540 5.759 2.327
75 C -1.275 3.442 2.699
76 F -1.068 3.280 1.343
77 C -1.181 2.340 3.567
78 O -0.796 1.142 3.197
79 C -1.450 2.553 4.935
80 F -1.397 1.494 5.785
81 C -1.755 3.807 5.413
82 F -2.003 3.987 6.728

Values from the calculation:
Charge: +1
Max |F|: 3.6 eV/A
E_LUMO (spin up / spin down): -4.093 / -4.093 eV
HOMO (spin up / spin down): -8.199 / -8.195 eV

Here are the Löwdin charges for atoms 1 to 5, given in e: In 0.862; C -0.245; C -0.253; C -0.247; C -0.206

---

Entry from OMol25: a cluster of 2 separate species, C2H4NP in total in a non-equilibrium geometry (ωB97M-V/def2-TZVPD).

Element x y z (Å)
1 C 1.644 -0.374 -0.188
2 C -1.109 -0.198 -0.333
3 N 2.491 -1.256 -0.258
4 P 3.273 0.454 0.007
5 H -1.001 -1.158 0.090
6 H -0.877 -0.051 -1.340
7 H -0.894 0.575 0.379
8 H 3.038 0.212 1.457

Values from the calculation:
Max |F|: 2.2 eV/A
E_LUMO (spin up / spin down): -1.906 / -0.030 eV
HOMO (spin up / spin down): -8.827 / -9.109 eV

Here are the Löwdin charges for atoms 1 to 5, given in e: C -0.481; C 0.078; N -0.189; P 0.781; H -0.031